# 1
{
  "formula": "C6H10O3",
  "method": "wB97M-V/def2-TZVPD",
  "species": ["C", "C", "O", "C", "C", "O", "C", "C", "O", "H", "H", "H", "H", "H", "H", "H", "H", "H", "H"],
  "coordinates": [[0.53, -1.86, 0.07], [0.95, -0.85, -0.94], [1.26, -1.44, -2.12], [1.16, 0.48, -0.76], [0.71, 1.29, 0.35], [1.39, 2.18, 0.84], [-0.76, 1.11, 0.91], [-1.83, 0.66, -0.08], [-0.76, 0.25, 2.03], [0.04, -1.41, 0.93], [-0.14, -2.59, -0.39], [1.43, -2.39, 0.41], [1.63, -0.79, -2.73], [1.78, 1.01, -1.48], [-1.02, 2.13, 1.25], [-2.78, 0.62, 0.42], [-1.88, 1.34, -0.90], [-1.61, -0.33, -0.47], [-0.10, 0.57, 2.66]],
  "nbo_charge": [-0.703, 0.436, -0.664, -0.482, 0.535, -0.546, 0.018, -0.625, -0.720, 0.264, 0.230, 0.241, 0.485, 0.223, 0.178, 0.223, 0.218, 0.209, 0.482],
  "homo_energy_ha": -0.3375,
  "e_above_lowest_kj_mol": 99.41,
  "smiles": "C/C(O)=C\\C(=O)[C@@H](C)O",
  "orbital_gap_ev": 9.73,
  "mol_weight_da": 130.143
}

***

# 2
{
  "formula": "C2H6IN",
  "method": "wB97M-V/def2-TZVPD",
  "species": ["C", "C", "N", "I", "H", "H", "H", "H", "H", "H"],
  "coordinates": [[0.18, -1.22, -0.12], [0.32, 1.17, -0.05], [-0.31, 0.00, -0.54], [-2.92, 0.12, 0.02], [-0.33, -1.96, -0.51], [1.32, -1.15, -0.27], [0.09, -1.41, 0.92], [0.28, 1.37, 1.13], [1.42, 1.04, -0.19], [-0.06, 2.04, -0.39]],
  "nbo_charge": [-0.455, -0.466, -0.236, -0.076, 0.208, 0.207, 0.200, 0.192, 0.212, 0.213],
  "homo_energy_ha": [-0.3328, -0.3380],
  "e_above_lowest_kj_mol": 148.52,
  "orbital_gap_ev": [7.95, 7.35],
  "mol_weight_da": 170.981
}

***

# 3
{
  "formula": "C4H4OS",
  "method": "wB97M-V/def2-TZVPD",
  "species": ["C", "C", "C", "C", "O", "S", "H", "H", "H", "H"],
  "coordinates": [[0.87, -0.48, -0.14], [-0.48, -1.12, 0.06], [0.12, 1.81, 0.19], [-1.67, -0.53, 0.01], [1.02, 0.94, -0.23], [-3.09, -0.02, -0.06], [1.60, -0.67, 0.62], [1.45, -0.69, -1.11], [-0.28, -2.10, 0.60], [0.46, 2.84, 0.05]],
  "nbo_charge": [-0.062, -0.480, 0.076, -0.059, -0.470, 0.235, 0.201, 0.201, 0.267, 0.091],
  "homo_energy_ha": -0.3029,
  "e_above_lowest_kj_mol": 486.96,
  "orbital_gap_ev": 8.11,
  "mol_weight_da": 100.142
}

***

# 4
{
  "formula": "C4H4O2",
  "method": "wB97M-V/def2-TZVPD",
  "species": ["C", "C", "C", "C", "O", "O", "H", "H", "H", "H"],
  "coordinates": [[1.79, -0.17, -2.28], [1.53, 0.82, -1.38], [2.47, 0.99, -2.64], [-0.83, 0.28, 1.04], [3.25, 1.69, -3.17], [1.02, 1.28, -0.41], [1.77, -1.17, -2.46], [-0.55, -0.77, 1.05], [-1.20, 0.70, 0.14], [-0.97, 1.06, 1.84]],
  "nbo_charge": [-0.421, 0.477, 0.530, -0.498, -0.437, -0.424, 0.246, 0.181, 0.159, 0.187],
  "homo_energy_ha": [-0.3476, -0.3098],
  "e_above_lowest_kj_mol": 494.27,
  "orbital_gap_ev": [9.88, 6.43],
  "mol_weight_da": 84.074
}

***

# 5
{
  "formula": "C34H30As2BrCl2N4O2Ta",
  "method": "wB97M-V/def2-TZVPD",
  "species": ["Ta", "Cl", "C", "C", "C", "N", "C", "O", "C", "C", "C", "C", "C", "N", "C", "C", "C", "Cl", "N", "C", "O", "C", "C", "C", "C", "C", "N", "H", "H", "H", "H", "H", "H", "H", "H", "H", "H", "C", "As", "C", "C", "C", "C", "C", "C", "C", "As", "C", "C", "H", "H", "H", "H", "H", "H", "H", "H", "H", "H", "H", "H", "H", "H", "H", "H", "Br", "C", "C", "C", "C", "C", "C", "H", "H", "H", "H"],
  "coordinates": [[-0.02, 0.77, -0.21], [5.00, -1.89, 3.41], [4.19, -1.01, 2.18], [2.93, -0.49, 2.45], [2.26, 0.20, 1.45], [0.97, 0.77, 1.58], [0.57, 1.40, 2.74], [1.14, 1.39, 3.80], [-0.70, 2.16, 2.51], [-1.25, 2.93, 3.50], [-2.43, 3.62, 3.23], [-3.00, 3.49, 1.98], [-2.38, 2.70, 1.03], [-1.23, 2.04, 1.27], [2.84, 0.36, 0.18], [4.11, -0.12, -0.07], [4.79, -0.81, 0.93], [6.35, -1.44, 0.58], [1.98, 1.03, -0.72], [2.39, 1.64, -1.88], [3.42, 1.49, -2.48], [1.32, 2.60, -2.34], [1.55, 3.47, -3.38], [0.56, 4.38, -3.71], [-0.63, 4.36, -3.00], [-0.80, 3.43, -1.99], [0.16, 2.56, -1.65], [2.50, -0.63, 3.42], [-0.75, 2.98, 4.46], [-2.89, 4.24, 3.99], [-3.92, 4.00, 1.72], [-2.81, 2.55, 0.05], [4.59, 0.04, -1.03], [2.50, 3.42, -3.89], [0.71, 5.09, -4.52], [-1.42, 5.06, -3.22], [-1.73, 3.37, -1.45], [-2.72, -2.44, 0.88], [-1.22, -1.29, 1.33], [-1.70, -0.86, 3.16], [0.26, -2.52, 1.52], [0.56, -3.16, 2.71], [1.68, -3.98, 2.80], [2.51, -4.15, 1.70], [2.22, -3.51, 0.50], [1.09, -2.70, 0.41], [0.65, -1.73, -1.19], [2.15, -1.87, -2.39], [-0.70, -2.76, -2.12], [-2.70, -3.26, 1.59], [-2.64, -2.82, -0.13], [-3.65, -1.88, 0.98], [-2.12, -1.75, 3.62], [-2.46, -0.08, 3.15], [-0.83, -0.53, 3.73], [-0.07, -3.03, 3.58], [1.92, -4.47, 3.73], [3.39, -4.77, 1.77], [2.87, -3.65, -0.36], [3.06, -1.54, -1.92], [1.94, -1.25, -3.27], [2.24, -2.91, -2.70], [-0.58, -3.81, -1.84], [-0.53, -2.64, -3.19], [-1.70, -2.41, -1.88], [-5.07, -0.91, -4.42], [-3.80, -0.31, -3.18], [-2.51, -0.03, -3.60], [-1.59, 0.43, -2.67], [-1.91, 0.61, -1.31], [-3.23, 0.32, -0.94], [-4.17, -0.12, -1.85], [-2.23, -0.16, -4.64], [-0.59, 0.66, -3.05], [-3.55, 0.44, 0.09], [-5.18, -0.33, -1.54]],
  "mulliken_charge": [0.422, -0.143, 0.007, -0.608, -0.316, 0.975, 0.069, -0.598, 0.336, -0.853, -0.519, -1.425, -0.052, 0.147, 0.158, -0.681, -0.041, -0.155, 0.151, 0.091, -0.607, 0.596, -0.854, -0.455, -1.068, 0.237, 0.027, 0.656, 0.617, 0.478, 0.503, 0.784, 0.724, 0.569, 0.490, 0.481, 0.247, -1.201, 1.443, -1.641, -0.046, -0.855, -0.796, -0.872, -0.576, 0.044, 1.141, -1.426, -1.048, 0.476, 0.318, 0.491, 0.611, 0.378, 0.470, 0.463, 0.463, 0.463, 0.535, 0.367, 0.472, 0.544, 0.416, 0.511, 0.097, -0.102, -0.410, -0.586, -0.896, 1.289, 0.093, -0.844, 0.556, 0.180, 0.561, 0.530],
  "total_charge": 2,
  "homo_energy_ha": -0.4926,
  "e_above_lowest_kj_mol": 0.00,
  "orbital_gap_ev": 6.41,
  "mol_weight_da": 1008.242
}

***

# 6
{
  "formula": "C5H4N2",
  "method": "wB97M-V/def2-TZVPD",
  "species": ["C", "C", "C", "C", "C", "N", "N", "H", "H", "H", "H"],
  "coordinates": [[-3.10, -0.62, 0.75], [-1.85, -0.51, 0.60], [-0.55, -0.28, 0.25], [0.19, 0.98, 0.19], [1.55, 0.57, -0.18], [1.58, -0.68, -0.52], [0.33, -1.15, -0.34], [-0.69, 0.74, -0.70], [-0.03, 1.89, 0.73], [2.47, 1.15, -0.15], [0.10, -2.09, -0.62]],
  "nbo_charge": [0.019, -0.593, 0.195, -0.422, 0.002, -0.176, -0.354, 0.383, 0.283, 0.232, 0.430],
  "homo_energy_ha": -0.3335,
  "e_above_lowest_kj_mol": 565.85,
  "orbital_gap_ev": 9.06,
  "mol_weight_da": 92.101
}

***

# 7
{
  "formula": "C12H14ClN3",
  "method": "wB97M-V/def2-TZVPD",
  "species": ["Cl", "C", "C", "C", "C", "C", "C", "C", "C", "N", "C", "C", "C", "C", "N", "N", "H", "H", "H", "H", "H", "H", "H", "H", "H", "H", "H", "H", "H", "H"],
  "coordinates": [[0.81, 6.06, 1.95], [0.33, 4.37, 1.65], [0.94, 3.41, 2.35], [0.72, 2.05, 1.80], [-0.17, 1.86, 0.74], [-0.25, 0.56, -0.06], [-1.40, 0.16, -0.64], [-1.44, -1.18, -1.24], [-1.62, -2.35, -0.20], [-0.38, -2.70, 0.53], [0.84, -2.77, -0.27], [0.99, -1.45, -1.11], [1.11, -0.14, -0.27], [-0.16, -1.32, -2.07], [-0.81, 2.96, 0.23], [-0.56, 4.12, 0.68], [1.65, 3.47, 3.21], [1.19, 1.18, 2.18], [-2.25, 0.84, -0.59], [-2.32, -1.21, -1.95], [-2.38, -2.07, 0.53], [-2.02, -3.28, -0.65], [-0.32, -1.95, 1.18], [0.68, -3.57, -1.00], [1.82, -2.86, 0.27], [1.94, -1.62, -1.53], [1.77, 0.48, -0.78], [1.60, -0.35, 0.63], [-0.26, -2.27, -2.75], [-0.02, -0.43, -2.78]],
  "nbo_charge": [-0.009, 0.138, -0.223, -0.191, 0.135, -0.042, -0.141, -0.301, -0.213, -0.621, -0.210, -0.237, -0.445, -0.391, -0.176, -0.199, 0.248, 0.218, 0.232, 0.221, 0.208, 0.197, 0.345, 0.192, 0.202, 0.206, 0.224, 0.204, 0.210, 0.219],
  "homo_energy_ha": -0.3210,
  "e_above_lowest_kj_mol": 0.00,
  "smiles": "Clc1ccc(C2=C[C@@H]3CNC[C@H](C2)C3)nn1",
  "orbital_gap_ev": 8.89,
  "mol_weight_da": 235.718
}

***

# 8
{
  "formula": "C3H9NO3",
  "method": "wB97M-V/def2-TZVPD",
  "species": ["H", "O", "N", "H", "H", "H", "C", "H", "C", "O", "O", "H", "C", "H", "H", "H"],
  "coordinates": [[-0.99, -0.54, -1.31], [-2.17, -0.81, -1.11], [0.25, -0.42, -1.11], [-2.27, -1.60, -0.56], [0.87, 0.05, -1.77], [0.66, -1.32, -0.90], [0.40, 0.50, 0.11], [0.12, 1.44, -0.43], [-0.72, 0.34, 1.19], [-0.41, 0.48, 2.35], [-1.93, 0.25, 0.72], [-2.02, -0.12, -0.38], [1.78, 0.48, 0.66], [2.56, 0.75, -0.06], [1.81, 1.07, 1.57], [2.06, -0.53, 1.02]],
  "nbo_charge": [0.467, -0.908, -0.769, 0.487, 0.397, 0.389, -0.156, 0.207, 0.757, -0.630, -0.738, 0.456, -0.646, 0.205, 0.269, 0.214],
  "homo_energy_ha": -0.3473,
  "e_above_lowest_kj_mol": 211.39,
  "orbital_gap_ev": 9.68,
  "mol_weight_da": 107.109
}

***

# 9
{
  "formula": "C4H12",
  "method": "wB97M-V/def2-TZVPD",
  "species": ["C", "C", "H", "H", "H", "H", "H", "H", "C", "C", "H", "H", "H", "H", "H", "H"],
  "coordinates": [[-1.20, -0.36, -1.57], [-0.65, -1.44, -2.46], [-0.63, -0.11, -0.67], [-1.43, 0.63, -2.16], [-2.15, -0.47, -1.08], [-0.20, -0.85, -3.26], [0.21, -2.08, -2.10], [-1.45, -1.90, -3.04], [0.86, 0.89, 1.28], [0.98, 0.83, 2.78], [0.05, 1.52, 1.00], [1.73, 1.35, 0.81], [0.67, 0.00, 0.79], [0.62, 1.69, 3.28], [0.40, 0.00, 3.31], [2.19, 0.67, 2.98]],
  "nbo_charge": [-0.622, -0.638, 0.211, 0.199, 0.205, 0.209, 0.219, 0.214, -0.614, -0.603, 0.201, 0.205, 0.202, 0.207, 0.208, 0.196],
  "homo_energy_ha": -0.4078,
  "e_above_lowest_kj_mol": 119.58,
  "smiles": "CC.CC",
  "orbital_gap_ev": 12.19,
  "mol_weight_da": 60.140
}

***

# 10
{
  "formula": "C2H4N2O2",
  "method": "wB97M-V/def2-TZVPD",
  "species": ["N", "C", "O", "N", "C", "O", "H", "H", "H", "H"],
  "coordinates": [[-1.27, 0.41, 1.43], [-0.12, 0.60, 0.73], [0.70, 1.46, 0.97], [-0.06, -0.35, -0.32], [0.95, -0.29, -1.10], [1.06, -1.14, -2.11], [-1.45, 0.96, 2.26], [-1.84, -0.39, 1.21], [1.78, 0.42, -1.02], [0.25, -1.69, -2.05]],
  "nbo_charge": [-0.814, 0.760, -0.636, -0.637, 0.479, -0.640, 0.403, 0.405, 0.186, 0.493],
  "homo_energy_ha": -0.3680,
  "e_above_lowest_kj_mol": 58.89,
  "smiles": "NC(=O)/N=C/O",
  "orbital_gap_ev": 10.86,
  "mol_weight_da": 88.066
}

***

# 11
{
  "formula": "C2HNO3S",
  "method": "wB97M-V/def2-TZVPD",
  "species": ["C", "C", "N", "O", "O", "O", "S", "H"],
  "coordinates": [[0.10, 1.44, 1.05], [0.53, 0.38, -0.64], [0.59, 0.29, 0.80], [-0.33, 2.50, 1.20], [-0.52, -1.24, -2.53], [-0.61, -1.97, -0.16], [-0.52, -0.90, -1.14], [0.77, -0.50, 1.42]],
  "nbo_charge": [0.949, -0.465, -0.633, -0.369, -0.861, -0.927, 1.862, 0.443],
  "homo_energy_ha": -0.3370,
  "e_above_lowest_kj_mol": 531.96,
  "orbital_gap_ev": 8.01,
  "mol_weight_da": 119.101
}

***

# 12
{
  "formula": "CH2FNOS",
  "method": "wB97M-V/def2-TZVPD",
  "species": ["O", "C", "N", "F", "S", "H", "H"],
  "coordinates": [[-1.97, -0.12, 0.54], [-1.15, -0.44, -0.24], [0.38, 0.01, -0.05], [1.02, -0.31, -1.30], [0.99, 1.31, 0.74], [-1.19, -1.05, -1.14], [1.92, 0.62, 1.44]],
  "nbo_charge": [-0.478, 0.563, -0.351, -0.285, 0.284, 0.164, 0.104],
  "homo_energy_ha": -0.3626,
  "e_above_lowest_kj_mol": 288.90,
  "smiles": "O=CN(F)S",
  "orbital_gap_ev": 10.49,
  "mol_weight_da": 95.098
}

***

Results for energy: -460.312549; -432.139890; -628.049527; -305.091203; -9705.710741; -302.212787; -1090.037310; -400.140977; -159.539428; -338.630767; -755.285587; -667.240219 (in hartree, following the order of the records).